[1]
The following is a quantum chemistry calculation of C56H37LaN6 as an isolated structure, from OMol25.

The LUMO energy comes out at -1.3 eV. As for the spin multiplicity: 1. The highest occupied orbital energy comes out at -6.67 eV. The charge is 0.

Element x y z (Å)
La: 15.388 16.964 10.791
C: 7.497 18.270 9.474
C: 8.535 18.650 8.616
C: 9.863 18.353 8.969
C: 10.210 17.724 10.149
C: 9.166 17.454 10.991
C: 7.854 17.689 10.706
C: 11.587 17.321 10.500
C: 12.245 18.258 11.398
C: 11.616 19.441 11.917
C: 12.479 19.971 12.827
C: 13.667 19.129 12.833
N: 13.482 18.064 11.935
C: 14.744 19.268 13.703
C: 15.784 18.320 13.908
C: 16.583 18.305 15.148
C: 17.199 17.092 15.203
C: 16.963 16.395 14.031
C: 17.412 15.120 13.670
C: 18.458 14.489 14.471
C: 18.186 13.850 15.688
C: 19.238 13.223 16.410
C: 20.517 13.203 15.911
C: 20.818 13.823 14.700
C: 19.756 14.394 13.979
C: 16.872 14.296 12.565
N: 15.875 14.696 11.688
C: 15.499 13.607 10.944
C: 14.503 13.498 9.984
C: 14.679 12.325 9.108
C: 15.204 12.586 7.868
C: 15.328 11.552 6.943
C: 15.002 10.283 7.284
C: 14.422 10.029 8.522
C: 14.327 11.048 9.455
C: 13.340 14.389 9.818
C: 12.131 14.043 9.224
C: 11.295 15.103 9.425
C: 12.042 16.091 10.137
N: 13.361 15.671 10.226
C: 16.504 12.580 11.187
C: 17.336 13.017 12.207
N: 16.025 17.137 13.254
C: 14.941 20.564 14.388
C: 15.825 21.453 13.829
C: 16.052 22.726 14.371
C: 15.298 23.144 15.481
C: 14.355 22.197 16.031
C: 14.176 20.941 15.466
H: 6.415 18.557 9.218
H: 8.255 19.149 7.718
H: 10.678 18.668 8.325
H: 9.357 16.979 11.963
H: 7.043 17.411 11.467
H: 10.708 19.850 11.564
H: 12.393 20.760 13.521
H: 16.691 19.079 15.863
H: 17.961 16.804 15.976
H: 17.229 13.879 16.162
H: 18.924 12.652 17.294
H: 21.187 12.526 16.416
H: 21.777 13.676 14.286
H: 20.037 14.750 12.970
H: 15.335 13.615 7.567
H: 15.839 11.667 5.995
H: 14.938 9.473 6.615
H: 14.073 9.048 8.780
H: 13.969 10.766 10.502
H: 11.871 13.052 8.832
H: 10.229 15.273 9.329
H: 16.541 11.598 10.800
H: 18.111 12.532 12.809
H: 16.353 21.061 12.946
H: 16.641 23.449 13.815
H: 15.293 24.124 15.982
H: 13.725 22.520 16.823
H: 13.436 20.310 15.878
C: 21.235 14.075 10.514
C: 21.544 15.410 10.652
C: 20.591 16.374 10.407
C: 19.257 15.995 10.098
C: 18.899 14.655 10.025
C: 19.922 13.709 10.218
N: 18.210 16.970 9.906
N: 18.597 17.891 9.172
C: 17.684 18.890 8.899
C: 18.224 19.897 8.174
C: 17.486 20.957 7.743
C: 16.086 20.978 7.876
C: 15.532 19.953 8.613
C: 16.282 18.885 9.216
H: 21.961 13.250 10.486
H: 22.506 15.689 11.023
H: 20.795 17.430 10.386
H: 17.855 14.471 9.727
H: 19.820 12.638 10.082
H: 19.287 19.797 7.939
H: 17.898 21.775 7.143
H: 15.538 21.818 7.490
H: 14.436 19.953 8.774



[2]
The following is a quantum chemistry calculation of C56H37N9O3PPdS as an isolated structure, from OMol25.

As for the expectation value of S²: 6.06. The LUMO energy (alpha / beta) comes out at -3.7 / -5.1 eV. As for the spin multiplicity: 5. The highest occupied orbital energy (alpha / beta) comes out at -8.65 / -10.57 eV. The charge is +1.

Element x y z (Å)
Pd: -0.042 0.225 -0.444
C: 2.012 6.457 -0.287
C: 1.095 6.505 0.794
C: 0.276 5.497 1.151
C: 0.446 4.305 0.457
C: -0.268 3.063 0.584
N: -1.347 2.794 1.383
C: -1.965 1.673 1.432
C: -2.923 1.353 2.446
C: -3.430 2.110 3.464
C: -4.300 1.467 4.373
C: -4.548 0.048 4.327
C: -3.959 -0.615 3.292
C: -3.157 -0.011 2.379
C: -2.378 -0.527 1.231
N: -2.373 -1.803 0.892
C: -1.622 -2.328 -0.086
N: -0.635 -1.665 -0.830
C: 0.042 -2.591 -1.614
N: 1.097 -2.337 -2.423
C: 1.685 -1.168 -2.486
N: 1.409 -0.019 -1.699
C: 2.219 1.015 -2.149
N: 2.255 2.254 -1.790
C: 1.445 2.771 -0.834
N: 0.426 2.126 -0.218
C: 1.444 4.155 -0.494
C: 2.253 5.237 -0.861
C: 3.101 0.533 -3.238
C: 4.054 1.106 -4.060
C: 4.528 0.435 -5.149
C: 4.082 -0.883 -5.378
C: 3.154 -1.491 -4.580
C: 2.734 -0.786 -3.496
C: -0.560 -3.845 -1.421
C: -0.302 -5.078 -2.075
C: -1.067 -6.135 -1.671
C: -2.024 -6.068 -0.603
C: -2.373 -4.834 -0.076
C: -1.663 -3.728 -0.521
N: -1.642 0.515 0.759
H: 2.591 7.338 -0.548
H: 1.033 7.440 1.326
H: -0.506 5.590 1.940
H: -3.318 3.178 3.605
H: -4.779 2.047 5.116
H: -5.290 -0.376 4.998
H: -4.201 -1.683 3.089
H: 3.112 5.110 -1.504
H: 4.418 2.096 -3.853
H: 5.266 0.830 -5.784
H: 4.425 -1.462 -6.236
H: 2.871 -2.480 -4.742
H: 0.390 -5.153 -2.868
H: -0.933 -7.067 -2.226
H: -2.484 -6.997 -0.255
H: -3.222 -4.724 0.601
C: 5.948 1.284 1.569
C: 5.321 0.814 0.419
C: 4.037 0.343 0.418
C: 3.293 0.290 1.639
C: 3.939 0.719 2.756
C: 5.220 1.275 2.763
P: 1.621 -0.414 1.668
C: 0.691 0.134 3.190
C: 0.227 -0.766 4.191
C: -0.261 -0.247 5.351
C: -0.272 1.113 5.620
C: 0.198 1.967 4.622
C: 0.635 1.491 3.409
C: 1.744 -2.220 1.743
C: 0.561 -2.948 1.968
C: 0.632 -4.290 2.150
C: 1.844 -4.953 2.035
C: 3.009 -4.251 1.751
C: 2.955 -2.883 1.640
H: 6.976 1.592 1.420
H: 5.831 0.704 -0.518
H: 3.630 -0.063 -0.478
H: 3.436 0.557 3.722
H: 5.626 1.681 3.686
H: 0.202 -1.849 4.039
H: -0.710 -0.929 6.118
H: -0.666 1.463 6.537
H: 0.232 3.019 4.752
H: 0.985 2.183 2.659
H: -0.354 -2.407 2.080
H: -0.255 -4.881 2.309
H: 1.978 -6.001 2.151
H: 3.967 -4.738 1.729
H: 3.894 -2.328 1.500
N: -1.311 0.320 -3.415
C: -2.680 0.428 -3.659
C: -3.552 -0.577 -3.333
C: -4.895 -0.350 -3.402
C: -5.362 0.826 -3.958
C: -4.448 1.859 -4.299
C: -3.115 1.647 -4.126
S: -7.070 1.133 -3.751
O: -7.515 1.886 -4.988
O: -7.741 -0.104 -3.578
O: -7.218 2.244 -2.825
H: -0.708 0.807 -4.103
H: -1.079 -0.680 -3.264
H: -3.141 -1.503 -2.948
H: -5.674 -0.982 -2.921
H: -4.794 2.755 -4.801
H: -2.365 2.413 -4.379



Number 1: strongest force on any atom 4.26 eV/A. Number 2: strongest force on any atom 3.62 eV/A.